# H4N2S2

A cluster of 2 separate species, H4N2S2 in total at a distorted geometry (ωB97M-V with the def2-TZVPD basis set, the OMol25 dataset).

```
8
Properties=species:S:1:pos:R:3:forces:R:3:mulliken_charge:R:1
N 1.3057 0.8980 -0.4541 -2.1816 -1.5679 0.0451 -0.486
N -0.3939 -0.5052 -0.0052 2.1518 1.6760 -0.8141 -0.200
S -1.4336 -0.2564 -1.2682 0.9291 -1.9635 -0.0461 -0.009
S -0.7150 -0.3672 1.6351 -0.1727 -0.6686 -0.3333 -0.065
H 1.7748 0.1679 -0.9788 -0.1125 -0.3072 -0.7051 0.241
H 1.8596 0.8294 0.3839 0.0118 0.0923 1.1163 0.227
H -1.8542 0.9481 -1.1490 -0.6540 2.0024 0.5100 0.131
H -0.5433 -1.7145 1.8364 0.0282 0.7365 0.2273 0.160
```
Positions in Å, forces in eV/Å.

Its maximum force is 0.0554 Eh/bohr. For the HOMO energy (alpha / beta), the calculation gives -8.870 / -8.734 eV. The energy above the lowest of the compared OMol25 structures with the same formula, charge and spin is 89.9 kcal per mole. Its HOMO-LUMO gap (alpha / beta) is 7.5 / 7.5 eV. As for the lowest unoccupied orbital energy (alpha / beta): -1.341 / -1.253 eV.